[1]
Formula: C46H64N3O15Si
Source: the OMol25 dataset
Level of theory: wB97M-V/def2-TZVPD

Positions of all 129 atoms, in Å:
C  3.44229  -1.61144  5.94088
H  -7.60734  0.29278  1.87794
C  -8.22424  0.12205  1.00593
H  4.73837  -3.28851  -2.33677
C  -7.71282  0.80235  -6.61252
C  1.11726  -2.62549  4.13232
H  -1.90892  2.26081  2.47770
H  3.75382  -1.11497  4.94286
H  -0.27867  -0.86830  4.00222
H  0.95016  -3.74365  3.88536
O  1.62479  7.37167  1.76732
H  -11.13196  1.42573  -7.06435
C  0.43614  0.27241  0.05020
C  -3.90666  -1.19464  -0.78750
C  6.29253  -3.26359  2.80967
O  -6.82938  0.59678  -5.59252
H  0.50189  11.11831  -0.68274
H  3.86111  -4.60987  -0.11363
H  2.72879  -1.37290  -0.30031
H  -3.95573  -0.05917  -0.99983
C  -9.14674  1.01052  -6.25236
C  7.70410  -1.74106  -1.32286
H  -4.32442  -1.68828  -1.74795
O  2.55577  11.03893  -2.32108
Si  0.22275  2.79615  1.20170
H  -10.98724  -0.79091  2.11277
H  7.71251  -4.68806  -0.92882
O  -11.47373  -0.90681  0.01227
C  -0.01905  -1.79408  3.35409
H  7.21022  -2.74094  2.37707
O  -9.48699  0.97377  -5.08276
O  4.19777  8.91757  -1.85518
C  5.61518  -4.39494  2.00222
C  4.35072  -5.07054  2.65713
H  -10.34201  -0.41601  -2.29534
H  2.02554  -2.97699  1.55727
C  7.10063  -4.00225  -0.22571
H  0.82769  3.17197  3.67540
H  -2.12243  -0.39223  2.27025
H  8.46194  -1.71485  -0.47121
H  -1.84743  4.00824  1.90715
C  1.88693  8.23599  0.74629
C  -7.30747  0.81534  -7.88408
N  0.79047  -0.71488  -0.96800
H  7.23853  -0.73291  -1.58388
C  4.73904  -5.33665  -0.25494
O  -7.93234  1.04382  -10.14423
H  1.78803  4.24606  -0.16784
H  6.26816  -4.14594  -2.87941
H  2.12396  -2.33932  3.67048
H  -2.33573  -2.75775  -1.08809
H  1.41546  -0.19233  -1.62018
C  -1.65133  2.92204  1.56681
O  3.89599  -2.98588  6.06668
H  -10.02822  1.46576  -10.44527
C  2.96398  8.08875  -0.02713
C  0.92051  9.35010  0.52966
C  1.21712  -2.35526  1.02326
H  1.53295  -0.43274  5.58420
C  1.00984  4.48037  0.63928
H  -1.75833  -1.04098  -1.36909
H  5.02941  -1.02138  -0.82513
N  -0.12886  -0.13930  1.33670
H  6.40865  -7.17461  0.17954
H  1.64247  -0.66802  2.40328
H  0.33316  -3.07096  0.85390
C  -9.72098  -0.26035  -1.42296
H  1.05399  1.91884  -1.00208
C  1.09625  2.39040  2.88767
O  -7.87960  0.39540  -2.72800
H  -0.97835  -2.37130  3.14281
C  -9.49237  -0.28500  1.10164
C  4.49371  -3.39862  4.81954
H  0.79372  7.69163  2.17130
C  5.38800  -1.90490  -0.19403
C  -8.26527  1.03999  -8.97197
H  4.52417  -2.54961  0.20816
H  3.67168  7.28332  0.11839
O  -10.07390  -0.50381  2.31138
C  1.85230  -1.41852  6.06794
C  0.68085  -1.19522  2.02335
C  3.82442  -4.56106  4.04437
O  -0.06255  9.44106  1.24478
C  5.88036  -3.14877  -2.48715
H  1.61848  -1.33935  7.19464
H  0.76634  1.36948  3.31160
C  1.20145  10.30442  -0.54739
C  2.28110  10.15972  -1.31970
H  -2.08007  0.32898  0.58820
C  -10.32660  -0.51808  -0.11173
C  1.67638  -1.80035  -0.40456
H  6.74417  -6.59494  1.97108
H  5.98502  -2.27600  -3.22102
H  -4.58973  -1.51790  0.06489
O  -6.45171  0.71405  -0.43168
C  -1.58063  -0.47293  1.25376
C  -8.45521  0.14952  -1.51699
C  5.75964  -2.75997  4.20053
H  -6.96440  0.67654  -2.52928
N  0.64099  1.59776  -0.10253
C  -9.69182  1.27506  -8.61065
H  5.89442  -1.45340  0.74368
H  0.20683  5.14722  0.17935
C  -2.38283  -1.68406  -0.66187
H  7.96069  -6.15882  0.63759
H  6.32052  -1.90866  4.72196
H  8.26499  -2.11183  -2.25274
O  1.06360  -2.52112  5.56873
C  6.46141  -2.76262  -1.01695
H  3.76864  -5.92629  2.18997
H  -7.35957  0.63052  -4.77155
H  3.99904  -1.00265  6.75356
H  -6.27226  0.66375  -8.15947
H  -2.31603  2.72401  0.66050
H  2.90904  -5.07567  4.48712
H  7.82785  -3.56858  0.55056
O  -1.87970  -1.76975  0.69424
C  3.23255  9.02977  -1.12029
C  6.85441  -6.34873  0.84886
H  4.37851  -6.34621  0.18216
C  6.06200  -4.93670  0.56450
C  -10.09924  1.25886  -7.33958
O  -10.56445  1.50682  -9.62907
H  1.57413  4.97405  1.51211
H  1.61325  -2.69002  -1.13641
C  -7.61242  0.35632  -0.30531
H  3.38335  10.71747  -2.72995
H  4.97351  -5.54560  -1.36462
H  2.22934  2.29353  2.69948

E_LUMO	-3.6	eV
DFT total energy	-91785.1182	eV
Kohn-Sham gap	6.70	eV
charge	+1

---

[2]
Formula: C46H65O2P
Source: the OMol25 dataset
Level of theory: wB97M-V/def2-TZVPD

Positions of all 114 atoms, in Å:
C  3.58691  4.92442  -1.96548
C  -11.08671  -4.05724  6.86461
C  1.83746  1.69362  -2.38922
P  2.92376  4.13636  -3.55325
C  -11.24198  -3.38470  8.31241
H  10.14229  -0.05524  -0.18656
C  -2.00351  -0.11944  -0.84699
H  -12.08997  -4.02031  6.34905
H  -3.64547  -0.75306  1.80672
C  0.63505  -0.38559  -1.22342
H  -10.86051  -5.14688  7.05892
C  0.84137  2.54738  -1.57215
C  2.58995  -0.65262  -2.96050
H  1.26542  5.40974  -4.81923
C  9.78566  0.33571  -1.18623
C  5.54974  4.23441  -5.67744
H  -12.30627  -3.02785  8.38809
C  -5.65147  -3.43567  1.91574
H  5.44349  0.93033  -5.55759
C  -6.84031  -2.59694  2.58751
H  3.37175  4.27468  -1.06402
C  -3.53000  -1.85151  1.60373
C  -11.00598  -4.43720  9.46729
H  5.39214  5.87551  -1.13173
C  6.21164  -0.59191  -2.81866
C  -10.75392  -3.75628  10.89099
C  6.43431  5.40052  -5.51748
C  -9.93960  -3.37867  6.00883
H  -11.94098  -5.06350  9.58332
H  -6.93472  -1.64154  2.00585
C  -0.67468  0.43989  -1.10443
H  7.61472  1.03531  -1.25814
H  -10.43692  -2.95076  3.84450
H  -6.14851  -4.22135  1.28191
H  -1.28733  -1.78889  1.26273
H  7.92835  -0.52868  -0.33785
H  -9.86677  -4.28122  11.35097
C  -2.23792  -1.65315  -0.70724
H  6.03753  -2.52889  -3.83399
H  9.14794  2.50748  -1.40780
H  6.17203  6.29632  -6.13025
C  1.71111  0.22024  -2.19441
H  5.59337  -0.81539  -1.91168
H  -10.67315  -4.69857  4.38051
C  7.75995  -0.78535  -2.49507
H  0.48458  3.92302  -4.07415
H  8.26288  6.26656  -4.50844
C  -3.04630  2.25828  -0.83333
H  6.59339  -1.18324  -4.90611
C  -8.59006  -4.14515  3.85686
C  4.40649  -1.17515  -4.69612
H  -8.55622  -5.24893  3.65710
C  10.78148  2.40800  0.04622
H  -7.79341  -3.94608  4.63276
H  10.10991  2.23241  0.93296
H  11.77747  1.90589  0.14789
H  3.08859  5.91221  -1.75019
C  -1.70118  2.80770  -1.13861
C  8.22132  0.08277  -1.24099
H  -9.02106  -2.56344  2.28539
H  0.77502  5.39665  -3.02002
H  10.33803  -0.24758  -1.97803
H  -10.48821  -2.66754  10.81381
H  -5.43177  -1.69688  0.49214
C  1.16292  4.79401  -3.88099
H  -1.60246  3.91219  -1.24194
H  -2.16796  -3.31081  0.72067
C  5.75636  2.97096  -4.91447
H  -3.91743  2.94924  -0.70396
C  6.88503  2.96388  -3.99110
H  5.40534  5.69433  -2.92767
H  3.83779  -2.15134  -4.63768
H  7.87810  -1.89693  -2.30508
C  -3.16300  0.79232  -0.71492
H  6.04848  0.48671  -3.07687
H  -8.95892  -3.73979  6.42956
C  5.84977  -1.44404  -4.09223
O  1.03345  3.65152  -1.10731
H  -10.04885  -2.27088  6.13700
H  7.11745  2.05408  -3.39267
C  4.78757  1.78500  -5.22011
C  3.57499  -0.09597  -3.91324
H  -5.01808  -3.96646  2.67148
H  2.47367  -1.75707  -2.82128
C  5.14559  5.16458  -1.97835
C  7.77117  4.13923  -3.82420
H  -1.51391  -2.22011  -1.34897
C  10.08897  1.89719  -1.28323
C  3.73424  1.37524  -4.13849
C  -2.21938  -2.18513  0.78088
H  4.19968  2.07421  -6.14455
H  10.89443  3.52988  -0.02633
H  -8.25051  -4.06445  1.66394
C  -8.23830  -3.34037  2.53243
C  7.59543  5.38202  -4.59037
C  -0.55814  1.89343  -1.26475
C  -4.80938  -2.52009  0.94500
H  -4.45147  -3.15216  0.08717
H  -10.14331  -5.12536  9.26724
H  -3.25941  -1.85802  -1.15257
H  8.41273  -0.55711  -3.38059
H  8.64147  4.11126  -3.11510
H  -10.56455  -2.49482  8.44094
H  -11.62975  -3.88251  11.58767
H  5.73384  4.23634  -1.78304
H  4.70256  4.26719  -6.39850
C  2.84215  2.25047  -3.34754
H  -4.19588  0.40776  -0.49999
H  -6.51314  -2.36782  3.64244
H  10.73676  2.14039  -2.16805
H  4.45328  -0.94580  -5.80133
H  -3.38091  -2.33256  2.61933
C  -10.01780  -3.78809  4.46470
O  0.82911  -1.42874  -0.63497

E_LUMO	-0.8	eV
DFT total energy	-62134.3147	eV
Kohn-Sham gap	6.66	eV